[1]
A 5-piece molecular cluster, C10H21Cl6NO5 overall in a non-equilibrium geometry, computed with ωB97M-V/def2-TZVPD.

Summary:
LUMO = 0.19 eV
HOMO = -10.71 eV
relative energy (zero: lowest compared OMol25 entry of this formula, charge and spin) = 109.3 kJ/mol
calculated total energy = -97569.2082 eV
SMILES = C[N+](=O)[O-].COC(=O)OC.ClCCCl.ClCCCl.ClCCCl

Positions of all 43 atoms, in Å:
H1 -4.875 3.926 1.036
H2 4.326 5.795 2.283
H3 3.416 -0.793 -1.827
C1 1.239 6.943 -0.393
Cl1 0.819 -2.356 4.753
H4 0.835 6.440 -1.271
C2 -5.528 3.336 0.392
H5 4.253 -0.610 -3.333
H6 0.196 -2.218 1.947
H7 -0.177 -0.329 4.315
H8 0.384 7.190 0.237
C3 -2.855 -8.246 -1.218
H9 -0.398 -0.529 1.773
Cl2 -3.930 -10.608 -2.054
C4 4.265 -1.170 -2.397
H10 4.914 4.063 1.980
H11 3.484 -3.064 -3.087
O1 2.943 4.431 1.605
O2 -6.534 3.567 -1.689
Cl3 5.792 -0.665 -1.597
C5 4.294 4.901 1.660
C6 1.875 5.133 1.138
Cl4 -2.061 -1.918 2.678
H12 -4.884 2.520 0.064
H13 4.668 5.077 0.652
C7 4.295 -2.676 -2.470
H14 -2.774 -8.907 -3.390
N1 -6.000 4.151 -0.766
Cl5 -1.617 -6.984 -1.528
H15 -2.249 -8.956 -0.656
H16 5.174 -3.103 -2.953
H17 -4.352 -8.404 -2.839
O3 0.772 4.723 1.444
C8 -3.439 -8.911 -2.527
H18 1.703 7.907 -0.598
C9 0.388 -1.028 3.698
H19 -6.397 2.950 0.924
H20 1.328 -0.527 3.471
O4 -5.748 5.350 -0.782
O5 2.197 6.164 0.248
Cl6 4.205 -3.278 -0.833
H21 -3.609 -7.886 -0.518
C10 -0.339 -1.399 2.428

---

[2]
C30H46N2NiO4Se as an isolated structure in a non-equilibrium geometry, computed with ωB97M-V/def2-TZVPD.

Summary:
LUMO (alpha / beta) = 0.41 / 0.41 eV
HOMO (alpha / beta) = -7.40 / -7.44 eV
calculated total energy = -149416.9236 eV
<S²> = 2.007
spin multiplicity = 3

Positions of all 84 atoms, in Å:
C1 1.356 -1.060 -1.516
O1 -4.981 -3.633 -0.008
C2 3.305 1.640 -4.898
H1 3.571 2.332 1.286
H2 -1.979 -0.911 6.241
C3 3.312 1.524 4.663
H3 4.090 2.320 -5.195
H4 -2.641 -0.383 1.018
C4 -3.828 -3.012 -0.061
C5 2.041 -0.092 1.826
C6 0.832 0.606 -3.602
C7 1.137 -1.068 1.495
C8 -2.665 0.474 3.943
H5 2.974 -0.007 1.313
H6 -4.899 -1.365 0.378
H7 -3.558 0.081 -3.736
H8 -2.528 0.910 -2.616
H9 1.500 3.404 2.430
C9 -1.448 -0.375 -4.061
H10 -0.295 -1.098 5.896
C10 -0.104 -1.228 2.162
H11 4.902 0.913 -2.770
H12 -0.793 0.429 -6.021
C11 -2.312 -1.975 4.038
H13 2.463 1.803 -5.570
H14 2.640 4.049 3.618
O2 -0.793 -2.103 -1.881
Se1 1.555 -2.230 0.026
H15 4.475 1.114 2.181
C12 2.738 1.841 3.304
H16 3.050 4.041 -3.577
H17 -2.499 -1.730 -5.342
C13 2.060 0.752 -2.951
N1 -3.948 -1.713 0.253
N2 -2.837 -0.881 0.148
H18 -2.911 -0.182 -0.593
H19 4.976 2.608 -2.972
H20 -2.504 0.532 -5.783
H21 -3.553 0.320 4.593
C14 -0.127 -0.306 -3.271
Ni1 -0.886 -2.649 -0.080
H22 3.651 0.628 -5.112
C15 2.000 3.184 3.388
H23 -1.408 1.692 -4.939
H24 3.222 -0.089 -1.353
C16 -4.938 -5.030 -0.250
C17 3.004 1.837 -3.422
C18 1.749 0.782 2.898
H25 3.945 2.350 4.999
C19 0.142 -1.190 -2.218
H26 -4.406 -5.215 -1.189
C20 -0.379 -0.406 3.281
H27 -1.716 -2.511 -3.891
H28 4.092 2.018 -1.567
C21 3.883 2.036 2.303
H29 1.459 3.314 -3.850
H30 0.408 1.185 4.476
H31 2.090 3.449 -2.190
O3 -0.977 -2.137 1.723
H32 4.582 2.797 2.657
H33 -5.957 -5.363 -0.282
H34 -1.663 -2.865 4.085
H35 -4.331 -5.488 0.561
C22 -1.526 0.623 -5.257
C23 0.573 0.543 3.643
H36 0.634 1.285 -4.376
H37 -3.055 -2.070 4.855
H38 -2.733 -0.903 -2.402
C24 4.307 1.840 -2.619
C25 2.313 -0.130 -1.902
H39 2.485 1.452 5.387
C26 -1.619 -0.618 4.202
H40 -2.859 -2.059 3.107
H41 -0.791 -2.080 -5.295
H42 -3.066 0.412 2.911
C27 2.371 3.244 -3.238
H43 1.251 3.156 4.174
O4 -2.769 -3.593 -0.289
C28 -1.173 -0.501 5.668
H44 -0.961 0.493 6.026
H45 3.863 0.610 4.663
C29 -2.675 -0.076 -3.111
C30 -1.624 -1.768 -4.664
H46 -2.287 1.472 4.099

---

[3]
CuH14O7 as an isolated structure in a non-equilibrium geometry, computed with ωB97M-V/def2-TZVPD.

Summary:
LUMO = -3.53 eV
HOMO = -11.00 eV
relative energy (zero: lowest compared OMol25 entry of this formula, charge and spin) = 182.4 kJ/mol
calculated total energy = -59192.3195 eV
total charge = +1

Positions of all 22 atoms, in Å:
Cu1 -0.146 0.412 0.362
H1 -2.251 2.099 -1.008
O1 1.409 -1.121 0.219
H2 -0.412 -1.544 -1.683
H3 1.117 1.879 -2.024
O2 -0.963 -1.049 -1.104
H4 2.245 -0.825 0.634
H5 -1.760 -0.846 -1.589
O3 1.358 1.030 -1.724
H6 0.797 2.360 1.540
H7 1.742 -1.378 -0.635
H8 -0.785 -0.615 2.497
H9 -1.016 2.554 -0.303
H10 1.295 1.873 0.061
H11 -0.254 -2.303 0.873
O4 -1.169 -0.292 1.656
O5 1.067 1.685 0.950
O6 -1.539 1.758 -0.457
O7 -0.301 -3.194 1.136
H12 -1.791 0.324 2.044
H13 -0.909 -3.616 0.555
H14 2.272 0.819 -2.006

---

[4]
A 12-piece molecular cluster, C31H85NO23 overall in a non-equilibrium geometry, computed with ωB97M-V/def2-TZVPD.

Summary:
LUMO = 0.26 eV
HOMO = -8.43 eV
relative energy (zero: lowest compared OMol25 entry of this formula, charge and spin) = 20.1 kJ/mol
calculated total energy = -82098.2357 eV
SMILES = CC1(C)CCCC(C)(C)N1O.OCCO.OCCO.OCCO.OCCO.OCCO.OCCO.OCCO.OCCO.OCCO.OCCO.OCCO

Positions of all 140 atoms, in Å:
H1 -0.029 4.363 -0.599
O1 4.089 5.718 0.771
H2 3.914 -4.050 -1.090
H3 1.639 -3.361 -3.484
H4 -2.699 6.115 -4.378
C1 4.852 -0.483 3.146
C2 -1.507 -5.827 1.867
O2 -0.817 -4.156 -2.340
C3 2.383 -4.200 2.040
C4 2.483 -2.850 -1.641
H5 -2.303 1.824 -6.347
C5 -2.487 4.066 -4.864
C6 -0.143 3.604 -1.371
C7 -1.637 1.852 -5.476
H6 3.974 3.960 -0.366
O3 -4.339 -1.316 0.923
H7 -1.347 -7.825 2.228
H8 4.485 5.417 1.595
H9 -1.966 3.607 2.024
C8 -0.881 0.277 5.194
H10 -1.684 0.115 5.919
C9 -2.596 3.497 -1.177
H11 -2.414 2.589 -0.589
O4 -3.805 -3.862 -1.908
C10 -1.026 4.028 3.899
H12 -3.347 -6.291 3.540
O5 1.490 -0.398 1.839
H13 -4.347 2.683 -3.465
C11 -4.274 -0.040 0.305
H14 1.896 1.346 -1.578
C12 0.613 -0.426 0.708
H15 3.224 -2.439 -4.342
H16 -3.781 0.818 -1.630
O6 -1.504 0.432 3.906
H17 -2.093 -0.324 3.801
H18 -0.383 1.212 5.451
H19 0.547 -4.377 1.027
H20 -3.611 3.366 -1.553
C13 3.657 1.568 -2.345
H21 -2.672 -0.404 -1.088
H22 2.907 -1.968 -1.146
O7 0.208 -2.765 1.366
H23 -1.349 0.830 -5.222
H24 2.963 -4.756 2.792
H25 -0.907 -3.531 -0.340
C14 0.168 -0.831 5.216
H26 -3.168 -3.787 0.052
H27 -3.717 1.046 -3.630
C15 -3.725 2.039 -4.089
H28 -0.477 -5.778 1.484
H29 -1.892 5.786 -1.979
C16 2.895 1.838 -3.636
H30 0.098 0.530 0.582
H31 1.260 -0.616 -0.157
O8 2.844 -1.770 -3.771
H32 3.750 -2.087 2.838
H33 4.483 2.266 -2.237
O9 -4.420 -1.127 -1.873
H34 0.728 3.648 -2.034
C17 5.169 0.182 1.832
O10 4.675 -1.874 3.071
H35 -1.590 4.318 -5.433
H36 1.152 -0.091 3.725
O11 2.754 1.640 -1.245
H37 4.157 0.871 0.339
H38 0.061 -4.996 3.179
H39 -5.292 0.368 0.280
H40 -3.389 4.167 -5.470
H41 2.926 2.370 2.401
H42 -1.157 -1.636 0.257
C18 -1.473 -3.499 -1.277
H43 2.719 5.109 -0.566
H44 0.266 -1.106 6.268
H45 3.070 -4.181 1.190
H46 -1.676 -2.458 -1.561
N1 -1.385 2.663 -3.236
C19 -1.730 -6.992 2.824
H47 -2.035 -6.018 0.923
H48 -0.931 1.772 2.822
H49 -0.922 -1.217 1.921
C20 -1.535 5.092 -2.737
H50 2.378 -0.185 1.487
O12 2.128 -2.910 2.584
H51 -0.593 5.390 -3.208
H52 -3.609 0.582 0.904
H53 2.014 4.577 1.942
H54 0.782 3.400 4.177
O13 -0.397 2.380 2.274
H55 -1.538 -4.450 -2.918
O14 -3.080 -7.148 3.180
H56 1.756 3.313 0.780
H57 -5.275 -0.812 -2.183
H58 -1.110 -3.923 2.072
H59 -0.181 1.213 -3.004
H60 5.978 -0.253 1.241
O15 1.792 0.956 -3.761
H61 -5.083 -1.795 0.548
H62 3.979 0.523 -2.441
H63 -1.090 -6.917 3.711
H64 5.662 -0.239 3.840
C21 -0.949 3.691 2.417
H65 1.103 -2.580 1.702
H66 -2.776 -5.230 -0.730
H67 -1.544 4.969 4.084
O16 0.252 4.140 4.500
H68 1.589 -3.068 3.369
C22 2.543 3.920 1.241
H69 -0.171 -1.714 4.656
C23 -2.620 5.185 -3.816
H70 3.581 1.773 -4.484
H71 3.996 -0.028 3.659
C24 -1.427 3.677 -2.199
O17 3.462 -3.853 -1.914
H72 -1.628 3.244 4.376
H73 -0.365 4.472 1.934
H74 1.757 -3.292 -0.950
H75 0.928 -1.892 -2.770
O18 0.395 -5.657 2.565
H76 -3.579 5.101 -3.288
H77 -0.726 2.292 -5.889
C25 3.339 4.645 0.203
C26 -2.344 2.619 -4.368
H78 2.416 2.819 -3.595
H79 -4.084 -2.935 -1.795
H80 -2.577 4.321 -0.462
H81 1.599 -5.868 0.957
O19 3.425 3.086 1.996
C27 -3.730 -0.144 -1.118
H82 -0.003 2.650 -0.854
C28 -0.380 -1.509 1.011
H83 -4.318 1.816 -4.981
C29 1.856 -2.426 -2.961
H84 5.469 1.223 2.004
O20 -1.775 -4.538 2.407
H85 2.081 0.072 -4.030
O21 -1.076 1.404 -2.696
O22 1.377 -0.416 4.619
O23 3.955 0.254 1.052
C30 1.225 -5.053 1.570
C31 -2.823 -4.156 -0.925

---

[5]
One molecule with the formula C4H9NOS in a non-equilibrium geometry, computed with ωB97M-V/def2-TZVPD.

Summary:
LUMO = 0.77 eV
HOMO = -9.32 eV
relative energy (zero: lowest compared OMol25 entry of this formula, charge and spin) = 159.4 kJ/mol
calculated total energy = -18665.8741 eV
SMILES = O=CNCCCS

Positions of all 16 atoms, in Å:
H1 0.461 -2.560 0.174
C1 0.333 -0.770 1.469
C2 -0.242 -1.743 0.285
H2 -1.489 0.448 0.995
O1 0.242 -0.388 -2.995
C3 -0.577 0.452 1.573
N1 -0.430 -1.017 -0.939
H3 0.583 -1.587 2.155
C4 0.419 -1.071 -2.014
H4 1.243 -1.748 -1.731
H5 -1.217 -2.016 0.697
H6 -0.926 0.563 2.607
H7 -0.994 -0.191 -0.842
S1 0.118 2.105 1.096
H8 1.287 -0.446 1.062
H9 1.093 1.553 0.356

---

[6]
A 10-piece molecular cluster, C9H36N15O12 overall in a non-equilibrium geometry, computed with ωB97M-V/def2-TZVPD.

Summary:
LUMO = 1.81 eV
HOMO = -7.14 eV
relative energy (zero: lowest compared OMol25 entry of this formula, charge and spin) = 51.8 kJ/mol
calculated total energy = -56844.8083 eV
total charge = -1

Positions of all 72 atoms, in Å:
N1 1.413 -4.828 11.805
C1 -0.819 -6.452 8.708
H1 2.165 -9.900 12.150
C2 6.393 -11.016 12.119
O1 6.256 -10.100 12.916
O2 5.623 -4.843 7.860
H2 3.165 -11.813 8.982
H3 2.931 -9.430 15.514
H4 5.114 -6.588 8.981
H5 3.391 -9.911 13.350
H6 4.500 -10.227 7.004
N2 -0.630 -7.760 9.087
O3 2.418 -10.019 10.085
H7 0.946 -3.957 11.966
H8 1.250 -6.244 8.569
H9 7.029 -12.970 11.901
N3 0.357 -5.794 8.469
H10 4.393 -6.431 7.400
H11 6.567 -8.584 4.690
O4 3.281 -14.314 8.257
O5 4.199 -8.831 10.063
H12 4.893 -9.216 8.330
H13 3.891 -5.355 8.770
H14 0.325 -4.805 8.306
O6 -1.913 -5.986 8.442
H15 0.295 -8.066 9.349
C3 3.058 -13.343 7.563
O7 6.757 -7.989 7.110
C4 1.026 -13.200 11.821
O8 0.230 -14.015 12.246
H16 -1.046 -10.587 7.677
H17 7.539 -12.166 13.362
N4 2.962 -8.888 10.072
N5 2.769 -13.446 6.220
H18 1.084 -5.346 11.008
H19 3.000 -12.743 11.462
H20 3.573 -6.793 13.039
C5 1.448 -9.620 14.052
C6 2.216 -5.367 12.777
C7 4.721 -5.856 8.273
O9 0.262 -9.541 13.802
H21 6.210 -11.720 10.206
H22 -1.631 -11.948 9.207
C8 -0.510 -11.547 7.662
H23 2.405 -11.456 7.424
H24 -0.412 -12.000 6.683
H25 2.599 -14.447 11.693
H26 -1.440 -8.228 9.448
N6 2.870 -12.074 8.060
N7 0.723 -11.901 11.555
H27 2.906 -6.784 11.404
N8 2.951 -6.421 12.345
H28 -0.198 -11.588 11.806
H29 2.447 -12.632 5.726
N9 2.339 -13.496 11.511
H30 0.429 -11.261 8.142
H31 1.296 -9.660 16.074
O10 -1.317 -12.434 8.441
H32 1.306 -11.254 11.047
N10 2.419 -9.804 13.116
H33 5.368 -10.240 10.514
N11 7.091 -12.145 12.467
C9 6.003 -8.830 6.646
O11 2.299 -4.910 13.907
O12 2.281 -7.876 9.872
H34 3.112 -14.199 5.657
N12 5.859 -11.054 10.870
H35 5.149 -9.555 4.924
N13 5.116 -9.537 7.394
H36 6.417 -5.279 7.536
N14 1.949 -9.505 15.330
N15 5.946 -9.078 5.301

---

[7]
A 2-piece molecular cluster, C4H6O2 overall in a non-equilibrium geometry, computed with ωB97M-V/def2-TZVPD.

Summary:
LUMO = 1.10 eV
HOMO = -9.68 eV
relative energy (zero: lowest compared OMol25 entry of this formula, charge and spin) = 270.7 kJ/mol
calculated total energy = -8337.6559 eV

Positions of all 12 atoms, in Å:
H1 -1.637 -1.226 -0.105
O1 2.480 -1.726 0.453
H2 -1.050 1.811 -0.532
H3 -2.060 1.117 0.832
H4 1.612 0.235 -0.742
H5 -0.049 -0.202 1.574
H6 -0.665 -0.475 -1.458
C1 2.439 -0.975 -0.395
C2 -1.245 0.972 0.128
O2 1.210 0.679 0.114
C3 -0.995 -0.409 -0.425
C4 -0.038 0.200 0.555

---

[8]
C6H10N3S as an isolated structure in a non-equilibrium geometry, computed with ωB97M-V/def2-TZVPD.

Summary:
LUMO = -4.16 eV
HOMO = -12.29 eV
relative energy (zero: lowest compared OMol25 entry of this formula, charge and spin) = 413.4 kJ/mol
calculated total energy = -21678.6716 eV
total charge = +1

Positions of all 20 atoms, in Å:
C1 -1.058 -0.131 -0.051
S1 -2.432 -1.146 0.487
H1 0.835 -0.034 -1.863
H2 -4.573 0.110 0.445
C2 -1.587 0.991 -0.745
H3 2.996 -0.957 -1.525
N1 1.032 -0.824 -1.130
C3 -2.957 1.116 -0.617
N2 2.634 -0.247 0.729
H4 3.136 -1.081 1.098
C4 1.327 0.206 1.042
C5 -3.539 0.122 0.160
H5 -3.292 2.157 -0.806
H6 3.257 0.537 0.748
N3 2.223 -1.252 -0.844
H7 -1.101 1.794 -1.140
H8 0.429 -1.838 0.890
C6 0.266 -0.680 0.123
H9 1.078 -0.118 2.057
H10 1.326 1.275 0.944

---

[9]
C28H25BrNPRu as an isolated structure in a non-equilibrium geometry, computed with ωB97M-V/def2-TZVPD.

Summary:
LUMO (alpha / beta) = 0.41 / -0.47 eV
HOMO (alpha / beta) = -5.79 / -7.42 eV
calculated total energy = -112840.5088 eV
<S²> = 6.029
spin multiplicity = 5

Positions of all 57 atoms, in Å:
H1 0.673 -0.185 2.878
N1 -0.943 -1.535 1.265
H2 -3.877 -2.169 6.217
C1 -5.659 -0.073 1.306
C2 0.468 0.268 -2.229
C3 1.686 -1.144 1.159
C4 -1.341 -6.755 -0.023
H3 -3.107 -7.315 1.080
H4 0.366 -5.904 -1.021
C5 1.212 -0.085 1.955
H5 2.494 1.519 -0.648
C6 2.144 0.815 0.085
Ru1 0.000 0.000 0.000
H6 -6.037 0.808 1.810
C7 -4.695 -2.372 0.042
H7 1.584 -2.189 1.380
C8 -3.051 -2.410 5.560
C9 -0.498 -5.704 -0.400
C10 -1.677 -0.115 -1.575
C11 -4.396 -0.573 1.628
H8 -4.174 -2.033 3.784
C12 -5.963 -1.873 -0.278
H9 1.247 2.115 1.639
H10 -0.069 -3.256 3.235
C13 -2.725 -5.203 1.208
H11 -0.398 -1.770 -2.327
H12 -3.586 -5.016 1.840
H13 -1.132 -7.765 -0.350
C14 -1.821 -2.788 6.104
C15 -2.456 -6.503 0.782
C16 -0.753 -3.099 5.261
C17 -3.897 -1.722 0.993
C18 -6.442 -0.722 0.353
H14 -2.586 -0.619 -1.307
C19 -0.763 -4.399 0.031
H15 -7.428 -0.342 0.114
C20 -3.213 -2.332 4.171
C21 -1.881 -4.147 0.836
P1 -2.265 -2.467 1.467
C22 -0.514 -0.725 -2.107
H16 2.647 -1.160 -0.832
H17 0.202 -3.388 5.681
H18 -3.833 -0.078 2.402
H19 1.466 0.125 -2.603
C23 -1.410 1.253 -1.392
H20 0.430 2.439 -1.701
H21 -4.344 -3.273 -0.442
C24 2.230 -0.600 -0.013
C25 -2.140 -2.632 3.314
H22 -0.101 -3.595 -0.260
C26 -0.912 -3.026 3.874
H23 -2.088 1.974 -0.978
C27 1.509 1.132 1.294
H24 -1.694 -2.838 7.178
H25 -6.577 -2.384 -1.006
C28 -0.078 1.492 -1.758
Br1 -1.624 1.130 1.622